Molecular formula: C37H27BrN6O4SV
Method: DFT, ωB97M-V with the def2-TZVPD basis set

XYZ file:
```
77
Properties=species:S:1:pos:R:3:forces:R:3
Br 3.965 -1.903 7.182 0.0 0.0 0.0
V -0.321 -2.719 1.206 0.1 -0.1 0.0
S 0.234 -4.663 1.065 0.0 0.0 0.0
O -0.393 -2.268 3.051 0.0 0.0 0.0
O -1.418 1.159 -2.958 0.0 0.0 0.0
O -3.177 -1.432 -0.394 0.0 0.0 0.0
O -2.555 -4.381 3.048 0.0 0.0 0.0
N -0.900 -0.071 1.044 0.0 0.0 0.0
N -2.422 -2.866 1.275 0.0 0.0 0.0
N -0.373 2.567 -1.477 0.0 0.0 0.0
N -0.147 2.853 -3.761 0.0 0.0 0.0
N -0.133 -2.270 -0.875 0.0 0.0 0.0
N 1.480 -1.703 1.128 -0.1 0.0 0.0
C 3.274 5.330 -3.739 0.0 0.0 0.0
C 2.409 -0.352 -2.749 0.0 0.0 0.0
C -3.361 -2.151 0.572 0.0 0.0 0.0
C 0.601 -2.228 3.918 0.0 0.0 0.0
C 2.283 -1.541 2.199 0.0 0.0 0.0
C -6.858 -3.281 2.644 0.0 0.0 0.0
C -0.471 1.884 -0.249 0.0 0.0 0.0
C 0.335 -2.502 5.261 0.0 0.0 0.0
C 2.149 5.650 -4.495 0.0 0.0 0.0
C -0.941 0.580 -0.118 0.0 0.0 0.0
C 2.599 -2.041 5.853 0.0 0.0 0.0
C 1.023 4.845 -4.481 0.0 0.0 0.0
C -7.043 -2.378 1.599 0.0 0.0 0.0
C -0.959 -2.639 -1.830 0.0 0.0 0.0
C -5.965 -1.929 0.841 0.0 0.0 0.0
C 0.345 -1.538 -3.496 0.0 0.0 0.0
C 3.219 -0.011 -1.695 0.0 0.0 0.0
C -5.591 -3.762 2.962 0.0 0.0 0.0
C 4.484 6.225 -3.745 0.0 0.0 0.0
C -3.058 -3.608 2.268 0.0 0.0 0.0
C 0.978 -1.553 -1.180 0.0 0.0 0.0
C 2.908 -1.769 4.543 0.0 0.0 0.0
C -4.533 -3.304 2.204 0.0 0.0 0.0
C 1.257 -1.142 -2.498 0.0 0.0 0.0
C 2.131 3.329 -2.988 0.0 0.0 0.0
C 1.004 3.673 -3.728 0.0 0.0 0.0
C 1.847 -1.219 -0.087 0.0 0.0 0.0
C -0.688 2.099 -2.726 0.0 0.0 0.0
C -0.479 0.567 2.133 0.0 0.0 0.0
C 2.960 -0.420 -0.380 0.0 0.0 0.0
C 1.317 -2.416 6.236 0.0 0.0 0.0
C -4.716 -2.412 1.172 0.0 0.0 0.0
C 3.241 4.162 -2.987 0.0 0.0 0.0
C -0.021 2.543 0.888 0.0 0.0 0.0
C -0.749 -2.292 -3.169 0.0 0.0 0.0
C -0.046 1.882 2.101 0.0 0.0 0.0
C 1.924 -1.859 3.534 0.0 0.0 0.0
H 3.297 -1.188 2.040 0.0 0.0 0.0
H -8.042 -2.023 1.377 0.0 0.0 0.0
H -0.676 -2.796 5.513 0.0 0.0 0.0
H -7.717 -3.612 3.216 0.0 0.0 0.0
H 0.159 3.421 -1.444 0.0 0.0 0.0
H -6.091 -1.230 0.024 0.0 0.0 0.0
H 4.241 7.219 -3.363 0.0 0.0 0.0
H 2.148 2.399 -2.432 0.0 0.0 0.0
H 0.518 -1.228 -4.520 0.0 0.0 0.0
H -1.352 0.045 -0.960 0.0 0.0 0.0
H -5.430 -4.465 3.769 0.0 0.0 0.0
H 0.350 3.560 0.817 0.0 0.0 0.0
H 4.107 3.879 -2.400 0.0 0.0 0.0
H 3.626 -0.098 0.407 0.0 0.0 0.0
H -0.470 -0.011 3.047 0.0 0.0 0.0
H 4.878 6.350 -4.755 0.0 0.0 0.0
H -0.506 2.575 -4.659 0.0 0.0 0.0
H -1.468 -2.600 -3.916 0.0 0.0 0.0
H 0.292 2.366 3.008 0.0 0.0 0.0
H 0.144 5.120 -5.051 0.0 0.0 0.0
H 5.279 5.814 -3.124 0.0 0.0 0.0
H -1.818 -3.218 -1.526 0.0 0.0 0.0
H 2.147 6.555 -5.092 0.0 0.0 0.0
H 1.094 -2.637 7.271 0.0 0.0 0.0
H 3.916 -1.483 4.270 0.0 0.0 0.0
H 2.630 -0.034 -3.761 0.0 0.0 0.0
H 4.098 0.599 -1.878 0.0 0.0 0.0
```
Positions in Å, forces in eV/Å.

As for the expectation value of S²: 2.1126. The value obtained for the LUMO energy (spin up / spin down) is 2.04 / 2.03 eV. As for the spin multiplicity: 3. As for the HOMO energy (spin up / spin down): -2.58 / -4.81 eV. The energy relative to the best compared isomer or geometry (same formula, charge and spin) is 0.0 kcal/mol. The energy comes out at -5972.14992 Eh. As for the total charge: -1. As for the HOMO-LUMO gap (spin up / spin down): 4.6189 / 6.8471 eV.